(1)
Computed, not measured: a single C6H8ClNO2S molecule in a non-equilibrium geometry, with ωB97M-V with the def2-TZVPD basis set.

## Properties
Kohn-Sham gap (alpha / beta): 8.5 / 8.5 eV
calculated total energy: -1296.96720 Eh
energy relative to the best compared isomer or geometry (same formula, charge and spin): 31.6 kcal per mole

Each atom is followed by the atoms it is bonded to, with distances in Å.
Positions of all 19 atoms, in Å:
1 C -0.81 1.20 0.91  C2 1.347, C3 1.511, H12 1.111
2 C 0.22 0.34 0.92  C1 1.347, C4 1.441, H13 1.118
3 C -1.12 1.45 -0.55  C1 1.511, N7 1.463, O9 1.448, H14 1.102
4 C 0.71 0.01 -0.39  C2 1.441, C6 1.330, N7 1.432
5 C 2.63 -1.45 0.22  C6 1.534, H15 1.107, H16 1.080, H17 1.054
6 C 1.65 -0.84 -0.79  C4 1.330, C5 1.534, H18 1.035
7 N -0.03 0.84 -1.31  C3 1.463, C4 1.432, H19 1.025
8 O -3.63 0.70 1.14  S10 1.441
9 O -2.29 0.73 -1.00  C3 1.448, S10 1.630
10 S -3.38 -0.04 -0.07  O8 1.441, O9 1.630, Cl11 2.089
11 Cl -2.32 -1.67 0.69  S10 2.089
12 H -1.37 1.59 1.78  C1 1.111
13 H 0.96 0.21 1.76  C2 1.118
14 H -1.36 2.52 -0.67  C3 1.102
15 H 2.50 -2.55 0.15  C5 1.107
16 H 3.68 -1.32 0.04  C5 1.080
17 H 2.24 -1.15 1.16  C5 1.054
18 H 1.93 -0.98 -1.78  C6 1.035
19 H -0.21 0.40 -2.22  N7 1.025

natural (NBO) atomic charge list, values in e, 6 entries: C -0.237; C -0.190; C 0.206; C 0.109; C -0.627; C -0.209



(2)
Computed, not measured: a 2-piece molecular cluster, C5H13N2 overall in a non-equilibrium geometry, with ωB97M-V with the def2-TZVPD basis set.

## Properties
total charge: +1
Kohn-Sham gap: 10.1 eV
calculated total energy: -307.53063 Eh
energy relative to the best compared isomer or geometry (same formula, charge and spin): 57.1 kcal per mole

Each atom is followed by the atoms it is bonded to, with distances in Å.
Positions of all 20 atoms, in Å:
1 C -1.96 1.61 -0.70  N3 1.464, H4 1.085, H5 1.088, H6 1.088
2 C 0.34 2.32 -0.86  N3 1.263, H7 1.083, H8 1.084
3 N -0.52 1.47 -0.50  C1 1.464, C2 1.263, H9 1.119
4 H -2.43 1.74 0.27  C1 1.085
5 H -2.31 0.73 -1.22  C1 1.088
6 H -2.19 2.47 -1.33  C1 1.088
7 H 0.05 3.26 -1.31  C2 1.083
8 H 1.39 2.07 -0.74  C2 1.084
9 H -0.21 0.61 0.15  N3 1.119
10 C 0.69 -2.30 -0.72  C11 1.518, H14 1.094, H15 1.086, H16 1.085
11 C -0.17 -1.86 0.45  C10 1.518, N13 1.478, H17 1.086, H18 1.089
12 C 1.45 -0.49 1.51  N13 1.261, H19 1.092, H20 1.086
13 N 0.29 -0.58 1.02  C11 1.478, C12 1.261
14 H 0.36 -3.27 -1.10  C10 1.094
15 H 0.66 -1.59 -1.54  C10 1.086
16 H 1.70 -2.50 -0.37  C10 1.085
17 H -0.17 -2.60 1.25  C11 1.086
18 H -1.20 -1.72 0.13  C11 1.089
19 H 2.12 -1.34 1.65  C12 1.092
20 H 1.83 0.50 1.75  C12 1.086

natural (NBO) atomic charge list, values in e, 6 entries: C -0.437; C 0.096; N -0.402; H 0.245; H 0.240; H 0.227



(3)
Computed, not measured: a 13-piece molecular cluster, C36H96BFO14S overall in a non-equilibrium geometry, with ωB97M-V with the def2-TZVPD basis set.

## Properties
Kohn-Sham gap: 8.5 eV
calculated total energy: -3005.35698 Eh

Each atom is followed by the atoms it is bonded to, with distances in Å.
Positions of all 149 atoms, in Å:
1 C 0.08 -0.13 -0.37  C2 1.519, H18 1.075, H19 1.084, H20 1.087
2 C 1.40 0.46 -0.86  C1 1.519, S3 1.817, H21 1.089, H22 1.083
3 S 1.82 1.97 0.06  C2 1.817, C4 1.835
4 C 1.45 3.33 -1.11  S3 1.835, B5 1.583, H23 1.087, H24 1.083
5 B -0.13 3.40 -1.24  C4 1.583, C6 1.583, C15 1.594
6 C -0.73 2.83 -2.59  B5 1.583, C7 1.544, H25 1.093, H26 1.088
7 C -2.12 3.28 -3.08  C6 1.544, C8 1.550, H27 1.086, H28 1.088
8 C -3.33 2.60 -2.40  C7 1.550, C9 1.514, H29 1.086, H30 1.089
9 C -2.97 1.41 -1.54  C8 1.514, C10 1.514, H31 1.088, H32 1.084
10 C -4.15 0.75 -0.87  C9 1.514, O11 1.437, H33 1.087, H34 1.086
11 O -4.98 0.01 -1.78  C10 1.437, C12 1.364
12 C -4.36 -1.09 -2.31  O11 1.364, C13 1.494, O14 1.207
13 C -4.10 -1.02 -3.78  C12 1.494, H35 1.086, H36 1.083, H37 1.086
14 O -4.06 -2.04 -1.63  C12 1.207
15 C -0.95 3.97 -0.01  B5 1.594, C16 1.520, F17 1.416, H38 1.095
16 C -0.17 4.87 0.94  C15 1.520, H39 1.085, H40 1.083, H41 1.087
17 F -2.10 4.70 -0.40  C15 1.416
18 H -0.76 0.43 -0.74  C1 1.075
19 H -0.08 -1.16 -0.67  C1 1.084
20 H 0.04 -0.08 0.71  C1 1.087
21 H 1.33 0.72 -1.92  C2 1.089
22 H 2.21 -0.26 -0.77  C2 1.083
23 H 1.88 3.06 -2.07  C4 1.087
24 H 1.91 4.26 -0.80  C4 1.083
25 H -0.01 3.11 -3.37  C6 1.093
26 H -0.65 1.74 -2.56  C6 1.088
27 H -2.21 4.36 -2.94  C7 1.086
28 H -2.17 3.12 -4.15  C7 1.088
29 H -3.90 3.30 -1.79  C8 1.086
30 H -4.01 2.27 -3.18  C8 1.089
31 H -2.46 0.66 -2.14  C9 1.088
32 H -2.29 1.68 -0.74  C9 1.084
33 H -3.81 0.13 -0.04  C10 1.087
34 H -4.79 1.53 -0.46  C10 1.086
35 H -3.12 -0.59 -3.96  C13 1.086
36 H -4.12 -2.02 -4.20  C13 1.083
37 H -4.86 -0.40 -4.25  C13 1.086
38 H -1.30 3.13 0.60  C15 1.095
39 H -0.80 5.08 1.80  C16 1.085
40 H 0.73 4.39 1.30  C16 1.083
41 H 0.04 5.82 0.46  C16 1.087
42 C -1.00 -4.54 -3.20  C43 1.516, H45 1.091, H46 1.092, H47 1.094
43 C -0.31 -3.28 -2.73  C42 1.516, O44 1.428, H48 1.089, H49 1.096
44 O -1.26 -2.25 -2.42  C43 1.428, H50 0.965
45 H -1.61 -4.33 -4.09  C42 1.091
46 H -0.27 -5.31 -3.45  C42 1.092
47 H -1.68 -4.93 -2.43  C42 1.094
48 H 0.34 -2.88 -3.50  C43 1.089
49 H 0.29 -3.49 -1.84  C43 1.096
50 H -1.84 -2.59 -1.72  O44 0.965
51 C -4.73 -3.82 2.38  C52 1.517, H54 1.090, H55 1.092, H56 1.092
52 C -4.04 -4.74 1.41  C51 1.517, O53 1.421, H57 1.091, H58 1.098
53 O -4.39 -4.43 0.06  C52 1.421, H59 0.965
54 H -5.81 -3.87 2.27  C51 1.090
55 H -4.48 -4.06 3.42  C51 1.092
56 H -4.43 -2.78 2.18  C51 1.092
57 H -4.34 -5.78 1.58  C52 1.091
58 H -2.95 -4.68 1.52  C52 1.098
59 H -4.12 -3.52 -0.12  O53 0.965
60 C 0.69 -8.68 -4.33  C61 1.517, H63 1.091, H64 1.092, H65 1.091
61 C 0.61 -7.62 -5.42  C60 1.517, O62 1.426, H66 1.089, H67 1.095
62 O 1.39 -6.47 -5.08  C61 1.426, H68 0.963
63 H 0.33 -8.28 -3.38  C60 1.091
64 H 0.08 -9.55 -4.60  C60 1.092
65 H 1.71 -9.00 -4.18  C60 1.091
66 H -0.41 -7.27 -5.55  C61 1.089
67 H 0.96 -8.01 -6.37  C61 1.095
68 H 2.30 -6.75 -4.98  O62 0.963
69 C -0.34 8.53 4.16  C70 1.513, H72 1.084, H73 1.088, H74 1.095
70 C -0.55 7.16 3.56  C69 1.513, O71 1.432, H75 1.086, H76 1.096
71 O 0.48 6.26 3.98  C70 1.432, H77 0.963
72 H 0.62 8.93 3.87  C69 1.084
73 H -1.12 9.23 3.84  C69 1.088
74 H -0.36 8.48 5.26  C69 1.095
75 H -0.51 7.21 2.48  C70 1.086
76 H -1.53 6.75 3.85  C70 1.096
77 H 0.43 6.19 4.94  O71 0.963
78 C -2.69 -0.59 3.99  C79 1.515, H81 1.091, H82 1.092, H83 1.090
79 C -2.25 -0.56 2.54  C78 1.515, O80 1.423, H84 1.090, H85 1.097
80 O -1.92 0.76 2.12  C79 1.423, H86 0.964
81 H -3.55 0.05 4.14  C78 1.091
82 H -2.95 -1.61 4.30  C78 1.092
83 H -1.88 -0.23 4.63  C78 1.090
84 H -3.05 -0.91 1.89  C79 1.090
85 H -1.38 -1.21 2.39  C79 1.097
86 H -1.20 1.08 2.68  O80 0.964
87 C 5.55 -11.31 -3.78  C88 1.517, H90 1.090, H91 1.091, H92 1.092
88 C 4.61 -10.59 -2.82  C87 1.517, O89 1.427, H93 1.089, H94 1.095
89 O 3.33 -10.35 -3.40  C88 1.427, H95 0.963
90 H 5.67 -10.74 -4.69  C87 1.090
91 H 6.53 -11.46 -3.33  C87 1.091
92 H 5.14 -12.29 -4.05  C87 1.092
93 H 5.02 -9.61 -2.56  C88 1.089
94 H 4.49 -11.16 -1.90  C88 1.095
95 H 2.95 -11.21 -3.63  O89 0.963
96 C -0.86 12.66 1.94  C97 1.518, H99 1.090, H100 1.091, H101 1.093
97 C 0.28 11.75 2.37  C96 1.518, O98 1.425, H102 1.089, H103 1.095
98 O 0.12 10.42 1.88  C97 1.425, H104 0.963
99 H -1.82 12.26 2.28  C96 1.090
100 H -0.74 13.66 2.34  C96 1.091
101 H -0.91 12.72 0.85  C96 1.093
102 H 0.31 11.67 3.46  C97 1.089
103 H 1.24 12.15 2.03  C97 1.095
104 H 0.10 10.47 0.92  O98 0.963
105 C 1.39 -2.22 4.72  C106 1.518, H108 1.091, H109 1.091, H110 1.093
106 C 1.58 -0.83 5.30  C105 1.518, O107 1.427, H111 1.089, H112 1.095
107 O 0.33 -0.20 5.58  C106 1.427, H113 0.963
108 H 0.80 -2.17 3.81  C105 1.091
109 H 2.35 -2.68 4.49  C105 1.091
110 H 0.86 -2.86 5.43  C105 1.093
111 H 2.09 -0.19 4.59  C106 1.089
112 H 2.18 -0.87 6.21  C106 1.095
113 H -0.14 -0.75 6.22  O107 0.963
114 C 2.52 -8.23 -0.53  C115 1.517, H117 1.091, H118 1.091, H119 1.093
115 C 2.47 -7.15 -1.60  C114 1.517, O116 1.427, H120 1.089, H121 1.094
116 O 3.26 -6.02 -1.24  C115 1.427, H122 0.962
117 H 2.17 -7.84 0.42  C114 1.091
118 H 1.91 -9.09 -0.81  C114 1.091
119 H 3.55 -8.58 -0.39  C114 1.093
120 H 1.45 -6.80 -1.73  C115 1.089
121 H 2.82 -7.55 -2.56  C115 1.094
122 H 4.17 -6.31 -1.14  O116 0.962
123 C -0.47 -7.36 -0.62  C124 1.519, H126 1.091, H127 1.092, H128 1.093
124 C -1.40 -8.36 0.05  C123 1.519, O125 1.424, H129 1.089, H130 1.095
125 O -2.14 -7.75 1.11  C124 1.424, H131 0.964
126 H 0.22 -6.94 0.11  C123 1.091
127 H 0.11 -7.84 -1.41  C123 1.092
128 H -1.04 -6.54 -1.05  C123 1.093
129 H -0.83 -9.17 0.50  C124 1.089
130 H -2.09 -8.79 -0.68  C124 1.095
131 H -2.66 -7.04 0.73  O125 0.964
132 C 4.97 8.40 4.97  C133 1.518, H135 1.090, H136 1.091, H137 1.092
133 C 3.91 9.10 5.79  C132 1.518, O134 1.424, H138 1.089, H139 1.096
134 O 2.68 9.21 5.08  C133 1.424, H140 0.965
135 H 5.15 8.94 4.04  C132 1.090
136 H 5.91 8.33 5.52  C132 1.091
137 H 4.65 7.38 4.71  C132 1.092
138 H 4.22 10.11 6.04  C133 1.089
139 H 3.73 8.56 6.73  C133 1.096
140 H 2.38 8.33 4.86  O134 0.965
141 C 1.75 7.89 -2.95  C142 1.518, H144 1.091, H145 1.091, H146 1.093
142 C 2.68 7.34 -1.88  C141 1.518, O143 1.426, H147 1.089, H148 1.095
143 O 3.04 5.99 -2.13  C142 1.426, H149 0.963
144 H 0.85 7.27 -3.01  C141 1.091
145 H 1.46 8.91 -2.73  C141 1.091
146 H 2.23 7.86 -3.93  C141 1.093
147 H 2.19 7.35 -0.91  C142 1.089
148 H 3.58 7.96 -1.81  C142 1.095
149 H 3.50 5.96 -2.98  O143 0.963

Löwdin atomic charge list, values in e, 6 entries: C -0.149; C -0.506; S 0.894; C -0.400; B -0.317; C -0.115